w) 7 unconnected molecules or ions with the total composition H14O7. Source: OMol25; level of theory: ωB97M-V/def2-TZVPD.

## Properties
frontier orbital gap = 11.42 eV
2S+1 = 1
structure (SMILES) = O.O.O.O.O.O.O
net charge = 0

Last column: Mulliken charge in e.
Geometry (Å):
O: 15.18700 11.44800 29.31800  -0.656
H: 15.81300 11.62300 29.96400  0.289
H: 14.78500 10.52600 29.38800  0.299
O: 15.61800 14.13000 28.84900  -0.631
H: 15.33000 13.20100 29.05400  0.466
H: 15.96000 14.07000 28.06200  0.190
O: 13.98600 15.43600 30.88100  -0.546
H: 14.62800 14.88400 30.61600  0.283
H: 14.46700 15.97100 31.46900  0.297
O: 17.50500 15.07900 26.97800  -0.626
H: 17.02400 15.73300 27.59200  0.317
H: 18.43000 15.33600 26.93000  0.263
O: 15.19800 14.32100 24.95200  -0.568
H: 15.00900 14.91100 25.75500  0.280
H: 14.96900 13.54400 25.24700  0.291
O: 18.20100 12.36500 26.73400  -0.592
H: 18.90900 12.13200 26.21600  0.281
H: 17.85200 13.21500 26.52200  0.346
O: 12.64400 13.64600 27.68400  -0.596
H: 13.42000 13.92300 28.16100  0.279
H: 12.62800 14.63200 27.39500  0.334

x) 7 unconnected molecules or ions with the total composition H14O7. Source: OMol25; level of theory: ωB97M-V/def2-TZVPD.

## Properties
frontier orbital gap = 8.40 eV
2S+1 = 1
structure (SMILES) = O.O.O.O.O.O.O
net charge = 0

Last column: Mulliken charge in e.
Geometry (Å):
O: 0.05499 0.94786 -0.64869  -0.659
H: -0.04157 0.16971 0.00832  0.405
H: 0.47277 0.65462 -1.42814  0.280
O: 2.25337 3.30887 -4.40293  -0.627
H: 1.78033 3.79134 -3.70803  0.318
H: 2.40341 3.98344 -5.04160  0.309
O: 0.13383 -1.90723 3.84833  -0.543
H: 0.55677 -2.44644 4.41100  0.274
H: 0.67592 -1.11763 3.95570  0.270
O: -1.57908 -0.81159 0.94978  -0.642
H: -2.45796 -0.40374 0.82613  0.292
H: -1.15648 -0.22387 1.57965  0.338
O: 0.52528 -2.66633 2.21150  -0.603
H: 0.61388 -3.56826 2.03427  0.259
H: -0.43517 -2.41781 1.91830  0.349
O: 0.50063 0.92877 1.92369  -0.660
H: 0.06082 1.32919 2.69563  0.326
H: 0.77742 1.67709 1.38113  0.312
O: -1.74106 -0.04933 -4.23329  -0.635
H: -2.49219 -0.59917 -4.31624  0.308
H: -0.90592 -0.57951 -3.96451  0.330

From most stable to least stable, the computed energies give w), x).

w) A single CH3N5 molecule. Source: OMol25; level of theory: ωB97M-V/def2-TZVPD.

## Properties
frontier orbital gap = 9.14 eV
2S+1 = 1
structure (SMILES) = [H]/N=c1/nn[nH][nH]1
net charge = 0

Last column: Mulliken charge in e.
Geometry (Å):
H: 2.51630 0.44152 -0.00766  0.215
N: 1.97949 -0.46108 0.11961  -0.574
C: 0.68361 -0.30879 -0.14008  0.424
N: -0.09810 -1.50282 -0.06615  -0.122
N: -1.33993 -1.20789 0.05554  -0.203
N: -1.44687 0.21188 0.16802  -0.104
N: -0.24482 0.72822 -0.13943  -0.168
H: -2.15464 0.64656 -0.38222  0.260
H: 0.10495 1.45239 0.39237  0.274

x) A single CH3N5 molecule. Source: OMol25; level of theory: ωB97M-V/def2-TZVPD.

## Properties
frontier orbital gap = 10.37 eV
2S+1 = 1
structure (SMILES) = Nc1nnn[nH]1
net charge = 0

Last column: Mulliken charge in e.
Geometry (Å):
N: -1.52135 -0.08513 0.00134  -0.574
C: -0.13370 -0.10546 -0.22566  0.466
N: 0.55809 -1.18399 -0.09905  -0.281
N: 1.76062 -0.83646 0.00770  -0.254
N: 1.88444 0.39013 0.11243  -0.325
N: 0.64204 0.82785 -0.18736  0.264
H: -1.87611 0.36926 0.94990  0.271
H: -1.89905 -1.14335 -0.26806  0.314
H: 0.58500 1.76715 -0.29124  0.119

From most stable to least stable, the computed energies give x), w).

w) A molecular structure, C21H30Cl2IrN2OS5. Source: OMol25; level of theory: ωB97M-V/def2-TZVPD.

## Properties
frontier orbital gap (alpha / beta) = 6.25 / 5.95 eV
2S+1 = 6
expectation value of S² = 8.786
net charge = +2

Last column: Mulliken charge in e.
Geometry (Å):
Ir: -0.49219 -0.81440 -0.13768  0.589
C: -0.47990 -4.24314 -0.20616  -0.429
C: -1.97575 -4.03665 -0.02716  -0.959
S: -2.57983 -2.36290 -0.38212  0.094
C: -2.92918 -2.36060 -2.15343  -0.872
C: -1.71452 -2.43724 -3.06068  -0.733
S: -0.56553 -1.07089 -2.72204  0.070
C: 1.00645 -1.87952 -3.10570  -0.467
C: 2.15664 -1.02587 -2.60252  -1.094
S: 2.07773 -0.59807 -0.83964  0.422
C: 2.91236 -2.00838 -0.06477  -1.064
C: 2.10889 -3.29587 0.02788  -0.718
S: 0.46304 -3.01733 0.74821  0.022
H: -0.18515 -4.16634 -1.25140  0.019
H: -0.20731 -5.23471 0.15769  0.556
H: -2.26622 -4.22523 1.00685  0.454
H: -2.53133 -4.73478 -0.65411  0.506
H: -3.46701 -1.42432 -2.30819  0.279
H: -3.61788 -3.17876 -2.36551  0.605
H: -2.03631 -2.35216 -4.09880  0.537
H: -1.18229 -3.38034 -2.94926  0.371
H: 1.08329 -2.00102 -4.18686  0.593
H: 1.00702 -2.86655 -2.64562  0.034
H: 2.18430 -0.06971 -3.12435  0.437
H: 3.10811 -1.52680 -2.78152  0.536
H: 3.18915 -1.65936 0.92958  0.333
H: 3.83688 -2.18191 -0.61573  0.539
H: 2.63515 -3.99782 0.67487  0.593
H: 1.98667 -3.76557 -0.94693  0.400
Cl: 0.34513 2.18434 -2.34003  -0.164
C: 0.89698 3.07105 -0.96725  0.543
C: 1.15458 4.45020 -1.05249  -0.503
C: 1.35511 5.19513 0.09419  -0.723
C: 1.42264 4.59412 1.35907  -0.663
C: 1.39796 3.22895 1.37155  0.138
Cl: 1.75336 2.11730 2.74079  1.052
C: 0.97546 2.48472 0.26472  0.079
N: 0.16608 1.26864 0.75335  0.159
H: 1.11141 4.93489 -2.01808  0.513
H: 1.46345 6.26812 0.01880  0.427
H: 1.55092 5.18100 2.25949  0.580
C: -4.34582 2.10088 -0.48326  -1.377
C: -3.30439 1.22479 0.17080  -0.024
O: -2.38818 0.67987 -0.81260  -0.096
H: -5.04934 2.46336 0.26623  0.403
H: -4.90730 1.54775 -1.23581  0.324
H: -3.89017 2.97335 -0.95682  0.370
H: -3.75378 0.35955 0.65467  0.345
H: -2.72967 1.77481 0.92003  0.109
H: -2.05432 1.41520 -1.34475  0.063
S: -1.45007 -0.74647 2.49534  -0.344
C: -0.43454 0.48369 2.95883  0.309
N: -0.23946 1.11593 4.05496  0.148
C: 0.71168 2.21761 3.99642  -0.678
C: 3.07047 3.17358 3.47078  -0.806
C: 2.84763 0.84935 2.55871  -0.801
C: 0.44759 1.15194 1.98252  -0.777
H: -0.71558 0.88992 4.91963  0.307
H: 0.79719 2.95625 4.76997  0.513
H: 4.00204 3.50543 3.91375  0.383
H: 3.91603 0.86347 2.69751  0.279
H: 2.35162 -0.06245 2.20403  0.258

x) A molecular structure, C21H30Cl2IrN2OS5. Source: OMol25; level of theory: ωB97M-V/def2-TZVPD.

## Properties
frontier orbital gap (alpha / beta) = 7.41 / 6.40 eV
2S+1 = 6
expectation value of S² = 8.823
net charge = +2

Last column: Mulliken charge in e.
Geometry (Å):
Ir: -0.31491 0.40316 0.10808  -0.128
C: -3.80325 1.96063 -0.36199  -0.916
C: -3.89458 1.26733 0.99060  -0.698
S: -3.03540 -0.30719 0.80363  0.176
C: -2.90440 -0.99331 2.45979  -0.639
C: -2.07488 -0.20198 3.45801  -0.970
S: -0.46705 0.36404 2.81067  0.104
C: -0.66428 2.15215 3.08127  -0.309
C: 0.51279 2.90121 2.49137  -1.115
S: 0.76797 2.56231 0.72584  0.034
C: -0.13558 3.86488 -0.14482  -1.042
C: -1.64687 3.71680 -0.13359  -0.766
S: -2.11507 2.18817 -0.99108  0.211
H: -4.27687 2.94198 -0.32880  0.527
H: -4.32255 1.38050 -1.12545  0.465
H: -4.94375 1.09137 1.23310  0.512
H: -3.45868 1.87234 1.78536  0.258
H: -2.46231 -1.97572 2.28879  0.195
H: -3.90148 -1.16302 2.86946  0.518
H: -1.87521 -0.82088 4.33171  0.554
H: -2.60163 0.68616 3.80585  0.496
H: -0.71703 2.33439 4.15484  0.560
H: -1.60001 2.46688 2.62338  -0.125
H: 1.44011 2.60014 2.98043  0.407
H: 0.40817 3.97715 2.63285  0.552
H: 0.24916 3.81311 -1.16567  0.349
H: 0.17697 4.81891 0.27904  0.614
H: -2.08440 4.55655 -0.67443  0.541
H: -2.04458 3.72753 0.88173  0.325
Cl: -0.84480 -3.96589 0.73877  -0.171
C: -1.33475 -3.69967 -0.89437  0.918
C: -1.76324 -4.75302 -1.66002  -0.624
C: -2.21019 -4.51732 -2.96070  -0.435
C: -2.25952 -3.22800 -3.48053  -0.684
C: -1.83439 -2.16374 -2.71999  0.767
Cl: -1.97602 -0.56450 -3.32624  -0.143
C: -1.30792 -2.36206 -1.40308  -0.800
N: -0.86702 -1.36419 -0.67855  0.515
H: -1.76096 -5.75169 -1.24646  0.480
H: -2.54729 -5.34753 -3.56588  0.410
H: -2.64183 -3.04719 -4.47538  0.478
C: 2.61307 -3.01543 0.82859  -1.265
C: 2.65309 -1.65616 0.17847  0.034
O: 1.85062 -0.68133 0.89715  -0.136
H: 3.22331 -3.71884 0.26177  0.413
H: 1.59676 -3.40231 0.86752  0.124
H: 3.02035 -2.97997 1.84226  0.440
H: 2.24681 -1.67917 -0.83139  0.265
H: 3.67759 -1.27681 0.13682  0.120
H: 1.81347 -0.94935 1.82367  0.187
S: 1.15650 0.83730 -2.12744  -0.122
C: 2.86296 0.72730 -1.96484  0.421
N: 3.52158 1.19169 -0.87997  0.276
C: 4.86551 1.13494 -0.71465  -0.325
C: 5.65003 0.59318 -1.68605  -0.675
C: 5.02241 0.10720 -2.84506  -0.246
C: 3.65861 0.16587 -2.98088  -0.745
H: 2.95837 1.61701 -0.15254  0.050
H: 5.24437 1.54431 0.21034  0.417
H: 6.72086 0.55190 -1.55875  0.459
H: 5.61918 -0.32228 -3.63924  0.433
H: 3.16211 -0.20985 -3.86333  0.473

From most stable to least stable, the computed energies give x), w).

w) 2 unconnected molecules or ions with the total composition C4H9N3. Source: OMol25; level of theory: ωB97M-V/def2-TZVPD.

## Properties
frontier orbital gap = 8.60 eV
2S+1 = 1
structure (SMILES) = [H]/N=C1\CN1C.C=N
net charge = 0

Last column: Mulliken charge in e.
Geometry (Å):
H: -0.19146 -2.72631 0.72788  0.255
N: 0.00457 -1.90799 1.30550  -0.626
C: -0.47665 -0.83877 0.86462  0.470
C: -1.19358 0.39104 1.18651  -0.653
N: 0.02008 0.38233 0.32263  0.087
C: 1.16084 1.19795 0.70022  -1.006
H: -1.05952 0.78510 2.19002  0.277
H: -2.12864 0.69536 0.73492  0.208
H: 2.00901 0.90390 0.08348  0.297
H: 1.40626 1.12151 1.76202  0.367
H: 0.96317 2.24228 0.45425  0.325
C: 0.07890 -0.80304 -1.92465  -0.234
N: 0.20665 0.40937 -2.28164  -0.542
H: 0.88238 -1.51281 -2.10005  0.299
H: -1.01980 -1.28150 -1.78564  0.252
H: -0.66221 0.94158 -2.24005  0.224

x) A single C4H9N3 molecule. Source: OMol25; level of theory: ωB97M-V/def2-TZVPD.

## Properties
frontier orbital gap = 10.76 eV
2S+1 = 1
structure (SMILES) = CCC(N)(N)C#N
net charge = 0

Last column: Mulliken charge in e.
Geometry (Å):
C: -0.12694 1.50106 1.19508  -1.214
C: -0.72810 0.63335 0.17109  -0.757
C: 0.06767 -0.60692 -0.39379  1.450
N: -0.83780 -1.64443 -0.95969  -0.705
N: 0.96639 -0.19897 -1.42342  -0.713
C: 0.76313 -1.19367 0.76225  -0.403
N: 1.37279 -1.66925 1.58194  -0.435
H: 0.37539 0.96037 2.11383  0.289
H: -0.88184 2.12419 1.50499  0.418
H: 0.73487 2.05235 0.84004  0.302
H: -1.20978 1.21964 -0.64166  0.351
H: -1.69442 0.22774 0.69835  0.281
H: -0.48210 -2.62958 -0.65028  0.313
H: -0.81968 -1.54013 -1.93825  0.247
H: 1.86604 0.07887 -1.05392  0.296
H: 0.63438 0.68539 -1.80654  0.281

From most stable to least stable, the computed energies give x), w).